1.
# C39H64Ge2N5O5P2V

C39H64Ge2N5O5P2V as an isolated structure (ωB97M-V/def2-TZVPD, the Open Molecules 2025 dataset).

ORCA input file:
```
! RIJCOSX wB97M-V def2-TZVPD def2/J DEFGRID3
* xyz 3 2
H 2.611 0.347 7.631
H -1.115 -4.413 -3.555
C 3.270 -1.423 0.180
O 1.333 -2.774 -0.087
C 0.486 2.584 -5.267
H 0.993 5.472 4.304
H 0.521 -3.207 -4.989
C 0.338 3.263 2.802
H -4.620 -3.522 0.037
C 0.834 -2.753 -4.046
C 0.123 2.695 -3.921
O -2.064 -4.038 -0.150
H -0.105 5.756 -6.293
C -4.000 -3.167 -1.888
H 2.911 -2.610 -4.611
H -0.093 -6.300 -2.185
H -0.945 -5.624 -0.883
C 0.595 2.818 4.211
H -0.202 0.380 -4.700
H 2.873 1.680 1.394
C -1.854 2.536 -0.476
N -4.596 -2.743 -0.617
H 2.448 -1.475 -3.336
P -2.220 -3.478 -1.510
H 0.751 0.311 6.030
C -2.557 3.721 -1.123
C 2.764 -0.068 6.645
C -3.273 -0.416 -4.052
H -1.839 2.629 0.609
H -2.892 -2.538 -4.386
H 3.482 0.576 -0.552
C 3.998 -0.594 6.295
H 3.041 0.365 2.339
C 3.616 0.049 0.395
H -4.068 -0.041 6.586
H 4.670 0.130 0.677
V 0.638 0.189 1.019
H 0.844 1.648 -5.671
H 0.792 1.752 4.208
H -2.147 -1.472 -5.557
H -0.022 6.514 3.312
H -0.656 6.003 -3.897
H 2.613 2.395 -1.147
C -1.207 -1.413 5.414
N -2.408 -0.280 1.054
C -1.281 -0.050 1.115
C 0.023 1.524 -3.021
H 1.448 3.342 4.641
C 4.177 -1.166 5.043
H -2.665 3.592 -2.198
H 3.264 -1.699 3.187
H 0.601 5.860 1.059
C 2.117 -1.952 -4.261
H -3.561 3.797 -0.703
O -1.375 -2.198 -1.775
C 0.500 -2.632 3.081
H -0.524 -2.220 5.642
C -2.309 -1.211 6.228
H 1.973 -1.173 -5.008
C -0.185 0.332 -3.607
P 0.500 -0.812 3.287
H -2.053 4.668 -0.937
H 3.026 4.830 -1.294
O 1.099 -0.582 -0.397
H -3.307 -0.337 -2.962
H 1.292 5.155 -1.290
C 1.790 -1.643 -0.100
H -2.890 0.529 -4.433
N 0.101 4.555 2.615
H 0.738 -3.101 4.034
H -5.549 -2.412 -0.740
H -4.443 -4.085 -2.286
H 1.237 -2.940 2.342
C -1.547 -4.815 -2.642
H -0.162 4.333 0.561
H -0.268 3.020 4.847
C 1.713 -0.086 5.739
H -1.137 5.620 1.312
C -0.976 -0.566 4.328
C 1.885 -0.653 4.478
H 3.834 -1.812 -0.671
H 2.028 4.261 -2.623
H -0.489 -2.928 2.744
C -2.382 -1.579 -4.498
C -1.865 0.475 4.070
C 3.127 -1.197 4.139
H 4.815 -0.568 7.000
C 0.405 3.679 -6.107
Ge 0.072 2.088 -1.058
H 0.233 -4.737 -1.586
Ge -0.680 -1.555 -3.460
C -3.204 -0.187 5.953
H -1.680 1.142 3.238
H -3.326 -0.858 0.932
H -0.517 4.060 -2.397
H 0.673 3.573 -7.148
H 3.542 -2.041 1.037
H -0.769 5.330 4.382
C -0.026 4.909 -5.629
H 1.021 -3.548 -3.326
N 2.735 0.670 1.412
H -2.469 -1.857 7.080
H -4.287 -0.536 -4.429
C -0.166 5.123 1.304
H -4.112 -2.372 -2.622
O 0.364 2.435 1.852
N -0.500 -5.446 -1.799
H -2.391 1.624 -0.735
C 2.048 4.414 -1.547
C -0.343 5.045 -4.287
C 1.861 3.102 -0.793
H 5.131 -1.604 4.783
C 0.076 5.511 3.717
C -0.261 3.950 -3.446
H 1.989 3.263 0.276
H -3.690 1.437 4.647
C -2.986 0.648 4.868
H -2.319 -5.541 -2.894
*
```

Values from the calculation:
Electronic energy: -216444.7003 eV
HOMO (spin up / spin down): -14.84 / -14.86 eV
Gap between HOMO and LUMO (spin up / spin down): 6.735 / 6.432 eV

---

2.
# C39H64N2O9

A 8-piece molecular cluster, C39H64N2O9 overall (ωB97M-V/def2-TZVPD, the Open Molecules 2025 dataset).

ORCA input file:
```
! RIJCOSX wB97M-V def2-TZVPD def2/J DEFGRID3
* xyz 0 1
C 0.777 3.555 -5.696
O -3.823 -3.400 5.733
H 1.668 5.161 -7.000
H 5.975 -2.232 1.532
H -1.740 -13.019 1.701
C -4.336 7.282 -3.510
H 7.310 6.683 -3.419
C 1.580 2.095 -2.738
C 2.448 1.281 -3.820
H 6.511 -1.927 3.286
C 5.918 -1.478 2.410
C 4.472 3.390 -6.213
N 2.104 -0.523 1.722
H -1.065 -1.199 2.521
H -1.744 -2.852 2.373
H 5.520 3.241 -5.740
H 0.568 -9.986 1.414
C 3.625 -0.575 1.586
H 3.404 0.901 -3.269
H -6.429 7.322 -3.957
H 3.929 -2.216 3.226
C 0.437 2.194 -0.214
C 7.378 4.557 -3.262
C -0.871 -2.478 5.056
C 0.459 1.184 1.035
H -2.579 4.330 -2.049
C -5.248 -1.613 5.069
H 9.023 3.283 -3.764
C -0.127 -2.667 3.762
H 0.680 -0.243 -3.593
C -4.798 -2.713 5.993
N 1.710 0.434 0.790
H -6.625 -3.194 6.996
H -1.786 -3.074 5.049
H -5.211 -0.653 5.589
C 0.963 3.559 -2.986
H -5.156 -3.757 7.819
H -6.262 -1.815 4.718
H 8.828 5.955 -3.983
C -0.484 -11.495 2.507
H 8.478 6.073 -2.229
C 0.083 4.301 -1.866
C 1.626 -0.070 -4.237
C 1.221 4.352 -4.362
H -5.389 3.722 0.467
H -5.127 8.407 -1.871
C 8.049 5.903 -3.219
H -3.363 8.209 -1.854
C 3.279 3.636 -6.741
H -0.175 -2.458 1.640
H 1.789 -1.443 1.362
C 1.732 0.077 -0.646
H 1.341 3.568 -7.934
H 4.412 -0.401 3.694
C -0.851 -12.454 1.407
H 0.867 -9.979 3.164
H -6.085 4.934 -0.656
H 1.263 0.023 -5.330
H -5.574 -2.032 7.867
H -3.038 -9.248 3.896
C 0.722 -10.619 2.290
H 2.274 -1.032 -4.133
C 1.722 3.996 -6.928
H -0.243 -2.810 5.887
O 1.003 -3.130 3.741
O -0.370 1.006 1.987
C -4.231 8.388 -2.494
H 7.618 2.445 -3.071
H 6.426 -0.488 2.067
H -0.031 -13.155 1.236
C -2.633 -5.786 3.766
H -2.205 -5.619 4.757
H -0.297 3.927 -5.956
C -3.582 4.072 -1.705
H 2.354 4.641 -4.362
H -1.075 -11.902 0.491
H 2.788 1.897 -4.726
C -5.305 4.741 0.084
H -4.580 -1.570 4.205
H 0.686 2.420 -5.534
C -5.477 7.349 -4.491
C -0.197 3.615 -0.422
H -0.799 4.110 0.419
H -1.108 -1.421 5.197
O 6.184 4.451 -3.493
H 8.672 3.402 -2.010
C -5.596 -2.934 7.250
H -5.402 8.261 -5.087
C 8.235 3.345 -3.009
H 1.612 -11.239 2.158
C -3.948 4.945 -0.536
C -3.295 -7.138 3.717
O -4.488 -7.251 3.486
O -1.138 -11.429 3.534
H -1.855 -5.725 3.001
C 4.362 -1.211 2.872
H -3.378 -5.011 3.571
H -5.432 5.439 0.916
O -3.175 5.787 -0.106
H 0.623 5.346 -4.327
H -1.641 -8.396 3.206
H -3.590 3.022 -1.403
H 3.950 0.547 1.546
H -0.360 5.364 -2.042
H 3.975 -1.042 0.594
O -3.530 6.368 -3.537
O 1.985 -1.031 -1.231
H -4.285 4.235 -2.525
C 1.290 1.462 -1.330
H -5.427 6.488 -5.163
C -2.428 -8.344 3.962
H -1.990 -8.290 4.961
C -0.830 -2.265 2.494
H -4.100 9.347 -3.001
*
```

Values from the calculation:
SMILES: C#CCCCc1ccc2c(c1CC)C(=O)N(NCCC)C2=O.CC(C)=O.CC(C)=O.CC(C)=O.CC(C)=O.CC(C)=O.CC(C)=O.CC(C)=O
Electronic energy: -62877.2843 eV
HOMO: -8.56 eV
Gap between HOMO and LUMO: 8.210 eV